[1]
{
  "formula": "H42O21",
  "method": "the ωB97M-V functional and the def2-TZVPD basis",
  "homo_ha": -0.38308,
  "relative_energy_kcal_mol": 120.9,
  "gap_ev": 9.939,
  "symbols": ["O", "H", "H", "O", "H", "H", "O", "H", "H", "O", "H", "H", "O", "H", "H", "O", "H", "H", "O", "H", "H", "O", "H", "H", "O", "H", "H", "O", "H", "H", "O", "H", "H", "O", "H", "H", "O", "H", "H", "O", "H", "H", "O", "H", "H", "O", "H", "H", "O", "H", "H", "O", "H", "H", "O", "H", "H", "O", "H", "H", "O", "H", "H"],
  "coordinates": [[6.990, 23.151, 4.342], [6.802, 23.037, 5.274], [7.300, 24.053, 4.268], [5.849, 16.941, -1.564], [6.345, 17.633, -2.002], [6.347, 16.755, -0.768], [6.234, 21.928, -1.054], [6.625, 21.921, -0.180], [5.489, 21.331, -0.989], [3.107, 16.867, -1.364], [4.031, 16.739, -1.577], [2.659, 16.133, -1.784], [4.065, 19.979, 0.974], [4.379, 19.686, 0.118], [3.751, 20.870, 0.822], [11.508, 20.133, 2.007], [10.871, 19.726, 2.595], [12.024, 20.707, 2.573], [6.392, 22.259, 1.743], [5.696, 22.866, 1.489], [6.698, 22.585, 2.589], [3.385, 22.993, 6.535], [3.876, 23.564, 7.126], [3.758, 22.123, 6.677], [9.132, 15.538, 4.021], [8.317, 16.036, 4.085], [8.850, 14.631, 3.899], [6.617, 16.681, 5.988], [6.440, 16.934, 5.082], [6.172, 15.841, 6.094], [8.175, 22.450, 7.097], [8.605, 23.109, 6.552], [8.695, 21.657, 6.970], [4.194, 20.009, -1.777], [3.471, 20.174, -2.382], [4.781, 19.425, -2.257], [9.102, 19.121, 3.660], [8.464, 18.408, 3.659], [8.884, 19.637, 4.437], [7.085, 15.848, 1.103], [8.021, 15.758, 0.925], [6.723, 14.977, 0.933], [-0.133, 17.372, 0.577], [0.732, 17.655, 0.876], [0.013, 16.498, 0.214], [8.698, 20.607, -0.793], [8.110, 19.913, -1.090], [8.158, 21.397, -0.793], [5.859, 19.614, 2.866], [6.137, 20.529, 2.828], [5.157, 19.549, 2.219], [6.821, 17.227, 3.290], [6.426, 18.091, 3.175], [6.799, 16.834, 2.417], [3.798, 22.824, 0.572], [3.221, 23.414, 1.057], [3.397, 22.754, -0.294], [2.490, 17.399, 1.432], [3.047, 18.155, 1.615], [2.835, 17.038, 0.616], [5.256, 21.192, 6.893], [5.919, 20.751, 6.361], [5.681, 21.328, 7.740]]
}


[2]
{
  "formula": "C3H11B2NO4",
  "method": "the ωB97M-V functional and the def2-TZVPD basis",
  "homo_ha": 0.07360,
  "gap_ev": 2.481,
  "total_charge": -2,
  "symbols": ["N", "B", "C", "B", "O", "O", "H", "H", "H", "H", "H", "H", "H", "O", "C", "C", "O", "H", "H", "H", "H"],
  "coordinates": [[0.415, 1.099, 0.787], [0.766, 0.400, 1.960], [2.291, -0.055, 2.112], [2.316, -1.359, 1.260], [2.966, -1.382, 0.034], [1.689, -2.457, 1.770], [-0.387, 0.619, 0.315], [1.204, 1.134, 0.152], [-0.068, 0.131, 2.769], [2.559, -0.314, 3.135], [2.955, 0.706, 1.716], [2.381, -1.641, -0.697], [1.600, -3.167, 1.116], [-2.995, 1.754, -3.594], [-2.444, 1.501, -2.372], [-2.719, 0.076, -1.766], [-2.180, -0.178, -0.528], [-2.765, 2.209, -1.556], [-1.316, 1.590, -2.339], [-2.374, -0.623, -2.576], [-3.836, -0.024, -1.809]]
}


[3]
{
  "formula": "C17H27NO2",
  "method": "the ωB97M-V functional and the def2-TZVPD basis",
  "homo_ha": -0.29378,
  "relative_energy_kcal_mol": 27.0,
  "smiles": "CCNCC[C@H](CCC(C)C)c1ccc2c(c1)OCO2",
  "gap_ev": 8.814,
  "symbols": ["C", "C", "N", "H", "C", "C", "H", "H", "C", "C", "C", "C", "C", "C", "C", "H", "O", "C", "O", "H", "H", "H", "H", "C", "C", "H", "H", "C", "C", "H", "H", "H", "C", "H", "H", "H", "H", "H", "H", "H", "H", "H", "H", "H", "H", "H", "H"],
  "coordinates": [[-1.015, 3.915, -4.874], [-0.373, 3.590, -3.533], [-0.394, 2.160, -3.297], [-1.351, 1.823, -3.363], [0.162, 1.780, -2.013], [0.084, 0.267, -1.829], [0.570, -0.209, -2.682], [-0.964, -0.041, -1.828], [0.761, -0.193, -0.531], [0.099, 0.432, 0.673], [0.817, 1.278, 1.505], [0.252, 1.880, 2.628], [-1.066, 1.601, 2.887], [-1.800, 0.751, 2.059], [-1.244, 0.158, 0.954], [-1.834, -0.494, 0.333], [-3.081, 0.643, 2.539], [-3.128, 1.449, 3.695], [-1.869, 2.047, 3.907], [-3.892, 2.234, 3.566], [-3.394, 0.828, 4.567], [0.820, 2.535, 3.266], [1.852, 1.482, 1.280], [0.753, -1.725, -0.430], [1.493, -2.214, 0.813], [0.989, -1.834, 1.705], [2.502, -1.794, 0.803], [1.598, -3.740, 0.905], [0.232, -4.389, 1.111], [-0.416, -4.224, 0.254], [0.341, -5.463, 1.247], [-0.252, -3.978, 1.995], [2.532, -4.124, 2.052], [3.521, -3.695, 1.905], [2.635, -5.205, 2.117], [2.137, -3.759, 2.997], [2.026, -4.116, -0.031], [-0.278, -2.077, -0.412], [1.232, -2.138, -1.321], [1.804, 0.141, -0.559], [1.210, 2.097, -2.002], [-0.345, 2.282, -1.167], [0.676, 3.904, -3.540], [-0.883, 4.154, -2.729], [-0.522, 3.354, -5.664], [-0.928, 4.977, -5.087], [-2.070, 3.648, -4.868]]
}


[4]
{
  "formula": "C18H24N2O5",
  "method": "the ωB97M-V functional and the def2-TZVPD basis",
  "homo_ha": -0.33472,
  "relative_energy_kcal_mol": 65.0,
  "smiles": "CCCCCC[C@H]1C[C@@H](CC(=O)Nc2ccc([N+](=O)[O-])cc2)C(=O)O1",
  "gap_ev": 8.768,
  "symbols": ["C", "C", "C", "C", "C", "C", "C", "C", "H", "C", "C", "O", "O", "C", "C", "O", "N", "C", "C", "C", "C", "C", "C", "H", "H", "N", "O", "O", "H", "H", "H", "H", "H", "H", "H", "H", "H", "H", "H", "H", "H", "H", "H", "H", "H", "H", "H", "H", "H"],
  "coordinates": [[-6.163, -3.397, 0.494], [-4.936, -2.790, -0.176], [-4.922, -1.268, -0.044], [-3.768, -0.598, -0.792], [-2.409, -0.864, -0.146], [-1.239, -0.263, -0.925], [-1.221, 1.264, -0.920], [-1.005, 1.885, 0.470], [-1.941, 2.236, 0.899], [-0.011, 3.016, 0.220], [0.597, 2.644, -1.131], [1.599, 3.116, -1.602], [-0.117, 1.705, -1.725], [1.069, 3.186, 1.299], [1.896, 1.915, 1.431], [1.605, 1.031, 2.205], [2.956, 1.879, 0.572], [3.864, 0.850, 0.363], [3.969, -0.254, 1.212], [4.904, -1.233, 0.952], [5.741, -1.117, -0.152], [5.645, -0.021, -1.005], [4.711, 0.956, -0.746], [4.618, 1.807, -1.404], [6.303, 0.043, -1.858], [6.715, -2.137, -0.417], [6.763, -3.085, 0.341], [7.436, -1.994, -1.384], [5.000, -2.093, 1.597], [3.315, -0.338, 2.064], [3.003, 2.623, -0.118], [1.707, 4.031, 1.037], [0.586, 3.381, 2.257], [-0.524, 3.975, 0.088], [-0.568, 1.148, 1.146], [-2.127, 1.656, -1.397], [-0.298, -0.611, -0.491], [-1.273, -0.601, -1.962], [-2.246, -1.941, -0.091], [-2.410, -0.478, 0.874], [-3.754, -0.953, -1.824], [-3.954, 0.478, -0.813], [-4.873, -0.998, 1.013], [-5.864, -0.879, -0.439], [-4.039, -3.211, 0.279], [-4.931, -3.059, -1.235], [-6.157, -4.479, 0.394], [-6.179, -3.150, 1.553], [-7.075, -3.016, 0.040]]
}


[5]
{
  "formula": "C32H52Cl11N2O2",
  "method": "the ωB97M-V functional and the def2-TZVPD basis",
  "homo_ha": -0.38491,
  "gap_ev": 6.403,
  "total_charge": 1,
  "symbols": ["C", "C", "O", "C", "C", "C", "C", "C", "O", "C", "C", "C", "C", "C", "C", "C", "C", "C", "C", "C", "N", "N", "C", "C", "Cl", "C", "C", "H", "H", "H", "H", "H", "H", "H", "H", "H", "H", "H", "H", "H", "H", "H", "H", "H", "H", "H", "H", "H", "H", "H", "H", "H", "H", "H", "H", "H", "H", "H", "H", "Cl", "C", "C", "Cl", "H", "H", "H", "H", "Cl", "C", "C", "Cl", "H", "H", "H", "H", "Cl", "C", "C", "Cl", "H", "H", "H", "H", "Cl", "C", "C", "Cl", "H", "H", "H", "H", "Cl", "C", "C", "Cl", "H", "H", "H", "H"],
  "coordinates": [[5.320, 0.398, 1.586], [4.064, 0.287, 0.563], [4.258, -0.965, -0.185], [3.636, -2.051, 0.563], [2.113, -2.304, 0.063], [1.681, -1.493, -1.199], [0.241, -1.718, -1.738], [-0.241, -0.881, -3.023], [-1.375, -0.027, -2.749], [-1.255, 0.666, -1.504], [0.030, 1.521, -1.169], [0.238, 2.264, 0.180], [1.542, 3.102, 0.574], [-0.897, 2.184, 1.242], [-2.165, 1.369, 0.901], [-2.387, 0.597, -0.454], [-3.755, -0.214, -0.579], [-3.619, -1.656, 0.165], [-4.360, -0.304, -2.060], [-0.660, -2.732, -1.009], [-0.217, -3.450, 0.184], [-1.171, -4.303, 0.754], [1.113, -3.268, 0.746], [1.518, -4.089, 2.084], [1.846, -2.844, 3.431], [2.830, -4.999, 1.814], [2.970, -6.154, 2.958], [6.151, 1.012, 1.108], [4.959, 0.844, 2.574], [5.724, -0.646, 1.818], [3.974, 1.199, -0.129], [3.096, 0.259, 1.181], [3.688, -1.848, 1.683], [4.213, -2.999, 0.243], [2.336, -0.741, -1.747], [-0.609, -1.669, -3.786], [0.634, -0.295, -3.493], [0.888, 1.627, -1.934], [1.343, 3.624, 1.586], [2.458, 2.424, 0.773], [1.816, 3.929, -0.161], [-0.837, 2.708, 2.262], [-2.981, 1.310, 1.703], [-4.532, 0.371, 0.051], [-3.902, -2.541, -0.499], [-4.323, -1.672, 1.083], [-2.554, -1.694, 0.584], [-5.500, -0.493, -2.084], [-4.123, 0.583, -2.735], [-3.900, -1.241, -2.566], [-1.707, -2.925, -1.415], [-1.305, -5.120, 0.133], [-2.087, -3.814, 0.781], [0.626, -4.702, 2.466], [2.777, -5.432, 0.757], [3.808, -4.398, 1.881], [2.054, -6.830, 3.019], [3.148, -5.596, 3.944], [3.940, -6.712, 2.694], [-1.607, -7.227, -1.687], [0.016, -6.500, -1.820], [0.856, -7.167, -2.891], [1.311, -8.829, -2.447], [0.495, -6.559, -0.840], [-0.129, -5.445, -2.066], [1.785, -6.611, -3.032], [0.331, -7.203, -3.848], [5.510, 3.573, 1.850], [5.209, 3.965, 3.562], [6.496, 4.104, 4.350], [7.333, 2.544, 4.546], [4.564, 3.190, 3.979], [4.660, 4.909, 3.578], [6.277, 4.474, 5.354], [7.186, 4.802, 3.873], [-6.161, 2.629, 0.855], [-6.469, 2.998, 2.570], [-5.187, 3.122, 3.366], [-4.353, 1.557, 3.544], [-7.119, 2.218, 2.972], [-7.015, 3.943, 2.597], [-5.409, 3.478, 4.374], [-4.492, 3.825, 2.902], [2.651, 1.433, -3.500], [2.979, 2.128, -5.110], [2.569, 3.584, -5.196], [0.801, 3.787, -5.139], [2.461, 1.520, -5.853], [4.053, 2.033, -5.282], [2.906, 4.007, -6.144], [3.005, 4.172, -4.386], [-8.918, 5.371, -1.017], [-7.628, 6.496, -1.510], [-6.281, 6.108, -0.934], [-6.215, 6.336, 0.832], [-7.921, 7.502, -1.204], [-7.586, 6.471, -2.600], [-5.499, 6.738, -1.363], [-6.037, 5.067, -1.150]]
}


[6]
{
  "formula": "B2CsF10NO4S2",
  "method": "the ωB97M-V functional and the def2-TZVPD basis",
  "homo_ha": -0.17048,
  "relative_energy_kcal_mol": 0.0,
  "gap_ev": 8.687,
  "total_charge": -2,
  "symbols": ["Cs", "N", "S", "O", "O", "F", "S", "O", "O", "F", "B", "F", "F", "F", "F", "B", "F", "F", "F", "F"],
  "coordinates": [[-6.345, -3.350, -22.624], [-8.138, -5.651, -23.439], [-8.698, -5.868, -24.901], [-10.081, -6.217, -24.954], [-7.825, -6.411, -25.879], [-8.712, -4.299, -25.326], [-7.928, -7.110, -22.750], [-7.440, -8.128, -23.623], [-8.846, -7.475, -21.738], [-6.611, -6.687, -21.967], [-3.147, -3.455, -23.465], [-3.766, -4.601, -24.000], [-1.763, -3.488, -23.696], [-3.712, -2.298, -24.090], [-3.429, -3.354, -22.087], [-6.759, -4.472, -19.205], [-7.337, -4.133, -17.962], [-6.608, -5.862, -19.285], [-7.610, -3.998, -20.255], [-5.499, -3.852, -19.367]]
}